116
Properties=species:S:1:pos:R:3:forces:R:3:lowdin_charge:R:1 method="wB97M-V/def2-TZVPD" spin_multiplicity=1 max_force_ev_per_a=2.962 e_homo_ev=-8.71 homo_lumo_gap_ev=8.7 e_tot_ha=-2817.14451 total_charge=0 smiles="CC(C)=N[C@@]1(C[C@@H](C)F)OC(=O)O[C@H]1F.c1ccncc1.c1ccncc1.c1ccncc1.c1ccncc1.c1ccncc1.c1ccncc1.c1ccncc1.c1ccncc1"
F -3.80714 2.55100 -0.87599 -0.0342 0.1567 0.4474 0.045
F -8.12754 3.28829 2.84492 0.1098 -0.1529 -0.0498 -0.045
O -3.01837 5.64343 2.17976 0.3274 -0.2586 -0.1355 0.169
O -3.85457 3.57374 2.33998 -0.7533 0.1552 0.7092 0.110
O -3.20118 4.30366 0.36572 -0.5611 0.7674 -0.2229 0.131
N -1.27375 7.11913 -2.74664 -0.0432 0.0433 0.0209 0.047
N -2.32942 -1.52400 1.32276 -0.0442 0.0159 -0.0278 0.064
N -4.26662 1.43285 1.43922 -2.5561 0.0080 0.7239 0.158
N 1.33396 -2.68356 -3.12322 0.0531 -0.0676 -0.0302 0.048
N -8.59768 0.04676 5.89316 0.0219 0.0142 0.0017 0.053
N 7.24002 -6.47853 -2.07958 -0.0172 0.0356 0.0157 0.054
N 3.25092 7.40965 -3.04379 0.0056 0.0371 -0.0248 0.053
N 10.44520 -7.80864 -3.73106 0.0864 -0.0765 -0.0410 0.047
N 3.35139 -4.96029 1.56065 -0.0981 0.0574 0.1499 0.042
C -1.94498 -1.25720 -1.03053 -0.0010 -0.0279 0.1229 -0.051
C 4.16814 9.34246 -4.12354 -0.0075 0.0031 -0.0035 -0.082
C 7.20229 -6.11967 0.68231 0.0296 -0.0042 0.0309 -0.081
C 11.54242 -9.36433 -5.18439 -0.0100 0.0098 -0.0143 -0.075
C 2.03502 7.83927 -3.38072 0.0602 -0.0810 0.0643 -0.146
C -9.17857 1.13050 5.38263 0.0666 -0.0482 -0.1284 -0.165
C -6.81223 2.77373 2.95517 -0.1860 0.1123 -0.1690 -0.354
C 3.38643 -4.98870 2.89166 -0.0048 -0.0301 0.0031 -0.148
C -2.44434 -0.82403 0.19074 0.0933 -0.0525 -0.0788 -0.148
C -5.76509 -0.42351 0.93112 0.0971 0.1283 -0.3359 -0.015
C 11.18880 -8.60871 -6.29060 0.0021 -0.0055 -0.0197 -0.082
C -8.65405 -0.10837 7.21389 0.0295 -0.0407 0.0030 -0.159
C -2.66628 8.73019 -0.95228 -0.0022 0.0114 -0.0178 -0.074
C 6.19104 -5.94172 -1.45872 -0.0039 -0.0214 -0.0572 -0.161
C 10.45715 -7.44865 -6.09771 0.0200 -0.0209 0.0039 -0.071
C -6.16554 3.02476 1.60126 -0.0532 -0.0014 0.5266 -0.041
C 8.27675 -6.84036 -1.32302 0.0464 -0.0338 -0.0254 -0.155
C -1.38001 6.79442 -1.45953 0.0468 -0.0700 -0.0504 -0.145
C 3.06108 -4.29737 -3.51985 0.0035 0.0182 0.0254 -0.075
C -1.29302 -2.47826 -1.08033 -0.0293 -0.0608 -0.1035 -0.080
C 1.73170 -3.90414 -3.47769 -0.0309 -0.0100 0.0151 -0.154
C 2.79358 -4.02586 3.69558 -0.0158 0.0059 -0.0293 -0.071
C 8.30338 -6.68203 0.05625 -0.0726 0.0240 -0.0051 -0.074
C 11.14531 -8.92254 -3.93184 0.0008 -0.0022 0.0411 -0.150
C -4.67474 2.76094 1.45692 1.5391 0.1520 -2.5266 -0.368
C 2.27892 -1.80460 -2.79600 -0.0485 0.0470 0.0378 -0.152
C 10.11262 -7.09329 -4.80215 -0.0602 0.0801 0.0480 -0.145
C -1.16240 -3.21029 0.08744 0.0517 -0.0215 0.0607 -0.082
C 2.89843 9.77689 -4.46770 -0.0134 0.0239 -0.0153 -0.086
C -4.93893 0.41055 1.84851 0.9388 0.0513 0.2284 -0.375
C -6.17767 3.44202 4.14513 -0.4566 -0.2651 0.4600 -0.014
C -2.56675 9.08394 -2.28919 -0.0086 -0.0053 0.0199 -0.076
C 4.28779 8.15631 -3.41535 0.0170 -0.0389 0.0264 -0.164
C 2.09411 -2.92623 1.70161 -0.0534 0.0734 -0.0137 -0.073
C 4.03278 -3.37086 -3.17649 0.0317 0.0172 -0.0148 -0.086
C 3.63490 -2.09585 -2.80723 -0.0086 -0.0250 0.0077 -0.068
C -4.86449 -0.06400 3.26402 -0.0541 0.1996 0.1282 -0.013
C -1.86321 8.24649 -3.14014 0.0100 -0.0174 -0.0611 -0.171
C -3.33372 4.60435 1.68990 0.3684 0.4232 0.1685 -0.548
C -2.06185 7.55981 -0.52544 -0.0079 0.0466 0.0627 -0.060
C -9.87444 1.91442 7.51781 -0.0041 0.0149 0.0162 -0.079
C 6.11569 -5.73828 -0.08866 -0.0576 0.1202 -0.0350 -0.065
C -9.27841 0.79008 8.06609 -0.0039 0.0110 -0.0154 -0.074
C 2.13179 -2.97123 3.08515 0.0247 -0.0295 0.0207 -0.073
C -1.69105 -2.69226 1.25883 -0.0334 0.0209 0.0496 -0.161
C -9.82351 2.09199 6.14499 -0.0054 0.0013 0.0273 -0.068
C 2.71313 -3.94132 0.99102 0.0176 -0.0356 -0.1640 -0.147
C -4.26524 3.47202 0.03603 0.4851 -1.5963 0.0236 -0.230
C 1.80877 9.01046 -4.08968 0.0202 0.0130 -0.0037 -0.071
H -2.06303 -0.64704 -1.91561 -0.0084 0.0182 0.0052 0.105
H 4.35807 -1.34099 -2.53162 -0.0030 0.0148 0.0052 0.104
H -6.36423 4.05720 1.31514 0.0267 0.1734 0.1751 0.138
H -8.17353 -0.99817 7.60536 -0.0095 0.0069 0.0367 0.102
H -6.30765 4.51960 4.08227 0.2688 0.1117 -0.1543 0.097
H -6.95307 1.70371 3.11735 0.1476 -0.0597 0.1193 0.120
H 12.11234 -10.27731 -5.28743 0.0020 -0.0098 0.0130 0.100
H -6.71032 3.11453 5.03920 -0.0609 -0.0046 0.0349 0.079
H -5.64266 -0.09516 -0.09665 0.0853 -0.1051 -0.0903 0.088
H 10.15701 -6.82978 -6.93179 -0.0073 0.0156 0.0029 0.101
H 9.11806 -7.27220 -1.85479 0.0001 0.0241 0.0392 0.069
H -5.07780 3.96858 -0.49502 -0.0025 0.3944 0.3125 0.163
H -0.64466 -4.16040 0.08923 -0.0179 -0.0175 0.0512 0.101
H 1.65578 -2.19932 3.67585 0.0013 0.0071 0.0022 0.108
H -1.76598 8.48602 -4.19426 -0.0244 0.0276 0.0014 0.100
H 1.20568 7.21783 -3.06749 -0.0544 0.0176 -0.0496 0.080
H 3.32524 -5.30439 -3.81227 -0.0101 -0.0156 -0.0105 0.103
H -9.29438 0.61105 9.13221 0.0088 -0.0132 0.0066 0.100
H 5.22860 -5.29685 0.35625 0.1571 -0.1716 -0.0755 0.064
H -5.55420 -1.48471 1.04239 -0.0079 -0.1062 0.0041 0.093
H 3.91500 -5.82780 3.33152 -0.0101 0.0143 0.0341 0.105
H 5.08158 -3.63840 -3.19539 -0.0035 0.0202 -0.0074 0.100
H 9.17131 -6.99334 0.62183 0.0131 -0.0061 -0.0114 0.098
H 0.94201 -4.60156 -3.73692 0.0276 -0.0245 -0.0189 0.104
H -10.27078 2.95480 5.67141 0.0080 -0.0011 -0.0258 0.105
H -0.87729 -2.85253 -2.00505 0.0222 0.0823 -0.0454 0.079
H 11.39835 -9.48789 -3.04142 0.0229 -0.0233 -0.0187 0.104
H 2.69990 -3.93992 -0.09536 -0.0145 0.0449 -0.0042 0.100
H 9.53896 -6.19405 -4.60624 -0.0251 -0.0074 -0.0284 0.105
H -10.36932 2.64021 8.14992 -0.0026 0.0031 0.0050 0.105
H -1.59718 -3.23348 2.19491 -0.0006 -0.0349 -0.0235 0.102
H -6.66795 2.40525 0.85856 -0.0086 -0.0191 -0.1193 0.138
H 1.92726 -0.82000 -2.50709 0.0319 0.0167 -0.0037 0.106
H 1.59317 -2.12542 1.17493 -0.0232 0.0030 0.0085 0.102
H 5.35990 -5.66118 -2.09896 -0.0058 -0.0288 0.0746 0.077
H 0.79961 9.31026 -4.33605 -0.0205 -0.0138 0.0158 0.089
H -3.20738 9.35638 -0.25460 0.0016 0.0047 0.0082 0.105
H 2.85074 -4.10318 4.77251 0.0115 -0.0121 0.0078 0.101
H -4.73203 0.78769 3.92797 0.0519 0.0100 0.0900 0.081
H -2.96105 0.12317 0.28035 0.1478 -0.0270 -0.1887 0.070
H 5.04818 9.90857 -4.39649 0.0150 -0.0077 0.0029 0.097
H 11.47762 -8.91991 -7.28619 0.0016 -0.0012 -0.0048 0.104
H 7.18954 -5.98006 1.75654 -0.0017 0.0027 -0.0028 0.102
H -9.11730 1.23103 4.30438 -0.0606 0.0829 0.0055 0.094
H -3.97120 -0.68544 3.34240 0.0588 -0.1052 -0.0498 0.084
H 5.26481 7.78184 -3.12890 0.0188 0.0305 -0.0132 0.100
H -5.13629 3.17498 4.27595 0.1354 0.1078 -0.1340 0.077
H -6.80991 -0.26048 1.21217 -0.0776 -0.0765 0.1272 0.097
H -5.73378 -0.64715 3.55984 -0.0332 -0.1004 0.0101 0.086
H 2.76149 10.69736 -5.02091 0.0003 0.0039 -0.0027 0.102
H -3.02376 9.98872 -2.66623 0.0013 0.0028 -0.0186 0.098
H -0.89219 5.87183 -1.16550 -0.0232 -0.0021 0.0474 0.109
H -2.11802 7.24209 0.50664 -0.0142 -0.0454 -0.0154 0.087

117
Properties=species:S:1:pos:R:3:forces:R:3:lowdin_charge:R:1 method="wB97M-V/def2-TZVPD" e_above_lowest_kcal_mol=26.0 spin_multiplicity=1 max_force_ev_per_a=0.806 e_homo_ev=-3.11 homo_lumo_gap_ev=5.1 e_tot_ha=-5078.57558 total_charge=-1
Y 0.01339 0.17416 0.03706 -0.2632 -0.4185 0.2166 1.338
Se -1.44466 -0.97351 -3.03934 -0.0300 -0.0244 -0.0975 0.581
O -0.87003 1.67263 -1.30951 -0.2753 0.4154 -0.6329 -0.251
O 2.33446 -0.25708 0.92447 0.1846 0.1610 -0.1527 -0.055
O -2.06296 4.70289 -4.72776 -0.0038 -0.0149 -0.0560 -0.079
O 1.17017 2.34294 0.26756 0.1676 -0.1461 -0.0577 -0.073
N -2.30411 3.10368 1.83061 0.0717 0.0087 0.0274 -0.055
N -7.82835 -1.39032 0.23871 -0.0256 0.0025 0.0064 0.143
N -0.34493 -0.67930 1.89968 0.1113 0.2073 0.6729 -0.187
N -1.40902 2.00940 1.71031 0.1664 -0.3037 0.0111 -0.005
N -2.49121 -5.47848 -4.13370 0.0408 0.1152 0.0275 0.020
N 0.71612 -2.28660 -0.76718 0.0339 0.3066 -0.0665 0.063
N 1.73373 -0.09123 -1.97189 0.0230 -0.1775 0.0541 0.065
N -2.59033 -0.29369 0.07611 0.1354 0.1587 -0.1580 -0.005
C 2.83748 -3.43983 -1.12131 0.1291 -0.1158 -0.0900 -0.034
C -1.86520 -2.76442 -3.50502 -0.0198 -0.1615 0.0850 -0.714
C 4.96367 0.40358 4.85142 -0.0071 0.0691 -0.0877 -0.014
C -2.45352 3.63272 3.20265 0.0760 -0.0011 -0.1165 -0.633
C -3.48285 0.67041 -0.11877 -0.2110 -0.1240 -0.0672 -0.123
C -1.51745 3.12711 -2.99833 0.1538 0.2263 -0.0316 0.058
C 2.51485 -1.21119 -1.96314 -0.2838 0.0828 0.0776 -0.169
C 3.76437 -1.26287 -2.59531 0.2355 0.0218 -0.1158 -0.153
C -4.85178 0.43792 -0.07480 0.2319 0.1503 -0.0262 0.005
C -3.14605 -3.30329 -3.33106 -0.0602 0.0598 -0.0037 -0.146
C -0.71944 2.80620 -1.86503 -0.0233 -0.2894 0.2834 -0.361
C 4.14034 -0.13302 -3.36355 0.1032 -0.1188 -0.0010 -0.015
C 0.19126 0.54611 5.35251 0.0132 0.0008 -0.0555 -0.158
C -4.35479 -1.87041 0.35674 0.2229 -0.0367 0.0004 -0.004
C 4.13022 -3.45741 -1.69481 -0.1242 -0.0447 0.0882 -0.081
C 4.44752 0.81248 3.62991 0.0566 0.0061 0.0983 -0.206
C -1.37300 -1.24671 5.42042 0.0363 0.0704 0.0514 -0.154
C -6.70469 -1.15379 0.20465 0.4520 0.0921 -0.0250 -0.173
C -3.41330 4.80981 3.08587 -0.0499 0.0564 0.0236 -0.060
C -3.01462 -1.53042 0.31674 -0.0653 -0.0233 0.0855 -0.133
C -5.28115 -0.85639 0.15862 -0.7129 -0.1599 0.0286 -0.225
C 2.01667 -2.35486 -1.27040 -0.0226 0.0316 -0.0030 -0.264
C 5.26840 -1.31850 6.66297 0.0253 0.0002 0.0113 -0.051
C 0.33017 5.00448 -2.07475 0.0165 -0.0099 0.0121 -0.042
C 1.11057 3.45353 -0.28597 -0.2159 -0.0884 -0.0300 -0.372
C -1.12195 4.10838 3.79406 0.0710 0.0426 0.0494 -0.044
C -3.04781 2.53945 4.08403 -0.0974 -0.0301 0.0479 -0.035
C -3.40046 -4.62582 -3.65238 0.0333 -0.0074 -0.0184 -0.187
C 0.27991 0.41552 3.97726 0.0773 0.0424 0.0336 -0.111
C 3.06196 0.41136 1.63632 -0.0425 -0.4360 0.3568 -0.156
C 4.06281 -1.78738 4.52050 -0.0751 0.0097 -0.1078 -0.003
C 0.23399 3.76412 -1.39150 0.2014 0.2575 0.0474 -0.117
C -1.28014 -1.39898 4.05253 -0.1134 -0.1126 -0.1982 -0.080
C 3.51444 -1.42952 3.29476 0.1157 0.0197 0.1948 -0.164
C 3.72400 -0.10654 2.85532 -0.3009 0.2232 -0.5091 -0.095
C -2.96040 3.74266 -5.26929 0.0562 0.0756 0.0755 -0.074
C -1.36213 4.33580 -3.62747 -0.1211 -0.0686 -0.0703 -0.281
C 3.30672 0.93789 -3.44780 -0.2145 0.0863 0.0717 -0.035
C -1.26833 -4.96769 -4.30118 -0.0410 -0.0062 0.0115 -0.190
C 2.05781 4.49910 0.26405 0.0548 0.0500 0.0252 -0.004
C -0.91650 -3.66005 -4.01322 0.0824 0.0429 0.0240 -0.148
C -0.64265 -0.27219 6.11180 -0.0422 -0.0622 -0.1405 -0.170
C 2.10155 0.92369 -2.70361 0.2341 0.0744 0.0040 -0.100
C 2.71503 -2.46017 2.55009 -0.0197 0.0656 -0.0042 -0.022
C -0.45249 -0.56985 3.21455 0.2242 -0.0443 0.1202 -0.499
C 4.76886 -0.89104 5.30971 0.0493 -0.0865 0.1450 -0.256
C -0.43366 5.30347 -3.16305 -0.0122 -0.1229 0.0665 -0.023
C 4.58447 -2.41090 -2.44195 -0.0981 0.1057 -0.0195 -0.052
C 4.64649 2.24951 3.20397 0.0239 0.0161 0.0230 -0.049
H 5.09120 -0.14209 -3.88469 -0.0036 -0.0105 0.0075 0.113
H 5.51384 1.11242 5.46136 -0.0048 -0.0107 0.0006 0.111
H 0.42894 -3.11635 -0.26896 -0.0163 0.0534 0.0954 0.105
H 2.22835 4.26729 1.31414 0.0073 0.0029 -0.0034 0.076
H -2.99495 5.59490 2.44838 0.0106 -0.0211 -0.0021 0.077
H -0.66278 4.87114 3.15662 -0.0120 -0.0172 -0.0155 0.078
H -4.40042 -5.02615 -3.51120 -0.0012 -0.0158 -0.0037 0.091
H -1.27448 4.54716 4.78308 -0.0324 -0.0054 -0.0099 0.083
H 3.89919 -2.79744 4.88018 0.0197 0.0116 0.0299 0.117
H -4.66009 -2.88938 0.54511 -0.0336 0.0101 -0.0086 0.119
H 1.04914 5.74034 -1.74008 0.0017 0.0027 0.0012 0.099
H 3.01643 4.42228 -0.25577 -0.0145 0.0059 -0.0232 0.094
H -3.60704 5.24564 4.06782 -0.0079 -0.0023 -0.0082 0.079
H -0.71850 -0.16285 7.18550 -0.0051 -0.0040 0.0100 0.068
H -3.95656 2.14361 3.62470 0.0000 0.0110 0.0105 0.086
H 1.68370 -2.12652 2.39711 0.0028 0.0407 0.0078 0.066
H 3.55413 1.80842 -4.03992 0.0053 -0.0089 -0.0085 0.103
H 1.70029 5.52088 0.17116 -0.0281 -0.0022 0.0163 0.068
H 0.95728 1.06935 3.42649 0.0006 -0.0145 0.0001 0.079
H 5.30081 2.75652 3.91248 -0.0075 -0.0069 0.0044 0.073
H 4.45094 -1.30760 7.38750 -0.0045 0.0093 -0.0099 0.086
H -2.19559 2.35596 -3.33315 -0.0111 -0.0053 -0.0126 0.100
H 5.09724 2.33874 2.21479 0.0151 -0.0371 0.0036 0.083
H -1.85484 -2.17459 3.55308 -0.0081 -0.0020 0.0342 0.079
H -2.03424 -1.90630 5.97535 0.0027 -0.0139 -0.0051 0.083
H -3.94349 -2.67957 -2.94489 0.0132 -0.0057 0.0052 0.081
H 1.45354 1.79238 -2.69554 0.0039 -0.0051 -0.0265 0.106
H -2.43939 2.81963 -5.52928 0.0061 -0.0060 -0.0216 0.098
H -3.30366 2.95013 5.06324 0.0043 -0.0112 -0.0005 0.084
H -3.75745 3.51271 -4.55946 -0.0260 -0.0086 -0.0086 0.096
H -0.34607 6.24507 -3.68559 -0.0158 0.0000 -0.0193 0.107
H 3.69998 2.79467 3.17932 0.0023 -0.0199 0.0205 0.079
H -3.38016 4.19820 -6.16140 -0.0181 -0.0093 -0.0123 0.088
H -0.42046 3.28139 3.92468 -0.0202 0.0021 -0.0061 0.058
H 3.19042 1.47831 1.40924 -0.0405 -0.0150 0.0192 0.106
H 0.10056 -3.32488 -4.17929 0.0034 -0.0114 -0.0181 0.084
H -0.51646 -5.64798 -4.69129 -0.0089 -0.0216 -0.0065 0.090
H -3.09129 1.65865 -0.31220 0.0384 -0.0090 -0.0025 0.095
H -4.35918 4.48707 2.64823 0.0056 -0.0162 0.0237 0.080
H 3.13583 -2.65000 1.56224 0.0059 0.0238 -0.0460 0.071
H 5.55569 -2.44013 -2.91961 0.0024 0.0104 -0.0034 0.104
H 6.05146 -0.65659 7.03320 -0.0085 0.0126 -0.0235 0.071
H -2.24188 -2.26291 0.51247 0.0095 0.0062 0.0087 0.100
H 0.78960 1.30786 5.84684 0.0005 0.0103 -0.0065 0.086
H 0.02943 -2.03159 -1.49975 -0.0188 -0.1268 -0.1668 -0.039
H 2.47089 -4.30805 -0.58655 0.0322 -0.0140 -0.0002 0.114
H -1.84499 1.16485 2.06922 -0.0649 0.0363 -0.0121 0.052
H -2.35148 1.71325 4.24674 0.0254 0.0294 -0.0241 0.067
H -0.57789 2.13039 2.28735 -0.0554 0.0337 0.0449 0.043
H -1.95000 3.83583 1.22278 -0.0296 0.0289 -0.0082 0.106
H 5.66234 -2.33505 6.63315 -0.0004 0.0041 -0.0044 0.076
H 2.71994 -3.39002 3.12113 -0.0359 0.0132 -0.0395 0.078
H 4.74920 -4.33558 -1.56031 -0.0042 -0.0036 0.0020 0.101
H -5.55145 1.24764 -0.22335 -0.0196 -0.0170 0.0060 0.118